# 1
This record from the Open Molecules 2025 dataset describes C28H27MoN6O2PS2 as an isolated structure. The level of theory is ωB97M-V with the def2-TZVPD basis set.

Summary:
Orbital gap (alpha / beta) in hartree: 0.2600 / 0.2574
Spin multiplicity: 1
LUMO level (alpha / beta) in Ha: -0.2588 / -0.2599
Net charge: +2
Relative energy (zero: lowest compared OMol25 entry of this formula, charge and spin) in kJ/mol: 0.0

Each line ends with the Löwdin charge.
Cartesian coordinates (Å):
Mo1 -0.118 -0.945 -1.473  1.096
N1 -1.658 -5.018 -2.142  0.125
C1 -1.319 -3.732 -2.192  -0.732
S1 -0.753 -3.017 -0.646  0.672
N2 -1.434 -3.079 -3.310  0.028
N3 -1.040 -1.778 -3.205  -0.189
C2 -1.062 -1.045 -4.259  -0.017
C3 -0.629 0.347 -4.146  -0.241
C4 -0.659 1.201 -5.233  0.033
C5 -0.237 2.513 -5.066  0.007
C6 0.196 2.928 -3.819  0.004
C7 0.195 2.018 -2.774  -0.101
N4 -0.201 0.754 -2.926  -0.079
H1 -1.523 -5.560 -1.308  0.103
H2 -1.965 -5.482 -2.983  0.130
H3 -1.395 -1.458 -5.205  0.152
H4 -1.004 0.840 -6.192  0.135
H5 -0.246 3.199 -5.902  0.132
H6 0.538 3.939 -3.648  0.127
H7 0.540 2.299 -1.788  0.104
O1 3.203 -0.019 -3.055  0.182
C8 2.672 -0.003 -1.994  -0.480
O2 1.697 -0.957 -1.722  -0.282
C9 2.955 0.950 -0.886  -0.153
C10 4.084 1.742 -1.084  0.016
C11 4.459 2.686 -0.142  -0.022
C12 3.698 2.851 1.003  -0.025
C13 2.566 2.071 1.205  -0.060
C14 2.176 1.112 0.274  -0.303
P1 0.727 0.077 0.674  1.016
C15 -0.319 1.148 1.701  -0.382
C16 -0.801 2.333 1.139  -0.136
C17 -1.574 3.202 1.888  -0.069
C18 -1.892 2.888 3.206  -0.059
C19 -1.423 1.711 3.769  -0.058
C20 -0.632 0.843 3.023  -0.073
C21 1.384 -1.221 1.752  -0.359
C22 0.493 -2.143 2.306  -0.166
C23 0.953 -3.162 3.120  -0.056
C24 2.315 -3.281 3.376  -0.045
C25 3.206 -2.376 2.823  -0.044
C26 2.745 -1.343 2.016  -0.055
H8 4.664 1.599 -1.986  0.134
H9 5.343 3.288 -0.303  0.124
H10 3.982 3.583 1.746  0.123
H11 1.985 2.211 2.107  0.117
H12 -0.557 2.590 0.116  0.084
H13 -1.920 4.130 1.453  0.118
H14 -2.487 3.571 3.797  0.118
H15 -1.647 1.476 4.801  0.117
H16 -0.239 -0.050 3.489  0.103
H17 -0.571 -2.053 2.112  0.069
H18 0.256 -3.866 3.554  0.115
H19 2.677 -4.081 4.006  0.119
H20 4.265 -2.467 3.021  0.119
H21 3.455 -0.643 1.597  0.108
C27 -3.674 -1.692 2.268  -0.031
N5 -3.008 -1.354 1.017  -0.032
C28 -3.084 -0.173 0.442  -0.775
N6 -3.838 0.777 0.977  0.165
S2 -2.276 0.252 -1.040  0.690
H22 -3.391 -2.704 2.544  0.101
H23 -4.759 -1.660 2.161  0.104
H24 -3.355 -1.013 3.062  0.093
H25 -2.504 -2.072 0.512  0.010
H26 -4.411 0.615 1.790  0.121
H27 -3.825 1.702 0.580  0.110

Cartesian forces (eV/Å) of the 6 atoms listed first:
Mo 0.0 0.1 -0.1
N 0.0 0.0 0.0
C 0.0 -0.1 0.0
S 0.0 0.0 0.0
N 0.0 0.0 0.0
N 0.0 0.0 0.0

# 2
This record from the Open Molecules 2025 dataset describes one molecule with the formula C28H27N5O5. The level of theory is ωB97M-V with the def2-TZVPD basis set.

Summary:
Orbital gap in hartree: 0.3075
Spin multiplicity: 1
LUMO level in Ha: 0.0209
SMILES: COc1ccc2cc([C@]3(C)NC(=O)N(CC(=O)Nc4c(C)n(C)n(-c5ccccc5)c4=O)C3=O)ccc2c1

Each line ends with the Löwdin charge.
Cartesian coordinates (Å):
C1 -5.456 -2.429 0.597  -0.094
H1 -6.336 -2.109 1.154  0.096
O1 -4.372 -1.747 1.178  -0.098
C2 -3.119 -1.972 0.691  -0.270
C3 -2.084 -1.337 1.341  0.042
C4 -0.752 -1.544 0.955  -0.162
C5 0.332 -0.920 1.608  -0.015
C6 1.619 -1.193 1.250  -0.015
C7 1.907 -2.110 0.216  -0.137
C8 0.871 -2.682 -0.474  0.035
C9 -0.467 -2.422 -0.122  -0.160
C10 -1.545 -3.023 -0.797  -0.009
C11 -2.838 -2.811 -0.406  -0.010
H2 -3.639 -3.294 -0.942  0.104
H3 -1.337 -3.671 -1.636  0.117
H4 1.056 -3.345 -1.304  0.122
C12 3.363 -2.377 -0.156  -0.353
N1 4.253 -2.168 0.965  0.156
C13 4.842 -0.947 0.953  -0.499
O2 5.541 -0.446 1.790  0.117
N2 4.514 -0.372 -0.289  0.072
C14 3.745 -1.200 -1.054  -0.378
O3 3.409 -0.999 -2.194  0.130
C15 4.883 0.972 -0.661  -0.006
H5 5.812 1.235 -0.150  0.138
H6 5.017 1.009 -1.746  0.142
C16 3.799 1.978 -0.234  -0.418
O4 4.069 2.976 0.396  0.077
N3 2.566 1.604 -0.635  0.176
C17 1.303 2.126 -0.359  -0.076
C18 0.812 3.213 0.296  -0.178
N4 -0.573 3.142 0.312  -0.079
N5 -0.943 2.033 -0.449  0.062
C19 0.180 1.340 -0.851  -0.371
O5 0.205 0.291 -1.471  0.079
C20 -2.261 1.562 -0.473  -0.195
C21 -2.713 0.863 -1.587  0.003
C22 -4.029 0.441 -1.639  -0.073
C23 -4.900 0.723 -0.600  -0.103
C24 -4.436 1.383 0.525  -0.077
C25 -3.119 1.794 0.599  -0.043
H7 -2.749 2.282 1.488  0.117
H8 -5.101 1.573 1.354  0.109
H9 -5.935 0.421 -0.658  0.103
H10 -4.378 -0.097 -2.508  0.108
H11 -2.030 0.648 -2.391  0.116
C26 -1.354 4.352 0.156  -0.020
H12 -1.232 4.967 1.045  0.095
H13 -1.043 4.925 -0.724  0.101
H14 -2.404 4.091 0.048  0.079
C27 1.480 4.368 0.946  -0.006
H15 1.109 4.496 1.962  0.092
H16 1.284 5.285 0.391  0.087
H17 2.552 4.197 0.973  0.058
H18 2.468 0.781 -1.225  0.121
H19 4.213 -2.726 1.801  0.170
C28 3.606 -3.721 -0.831  0.006
H20 3.109 -4.521 -0.287  0.093
H21 4.675 -3.920 -0.862  0.092
H22 3.234 -3.687 -1.851  0.086
H23 2.427 -0.696 1.768  0.117
H24 0.128 -0.217 2.404  0.119
H25 -2.312 -0.685 2.170  0.127
H26 -5.346 -3.515 0.691  0.097
H27 -5.582 -2.166 -0.458  0.084

Cartesian forces (eV/Å) of the 6 atoms listed first:
C -0.1 -0.1 -0.1
H 0.0 0.0 -0.1
O 0.3 0.0 0.1
C 0.3 0.2 0.3
C -0.4 -0.1 -0.1
C 0.0 -0.3 -0.3

# 3
This record from the Open Molecules 2025 dataset describes C28H28BF4IO5S as an isolated structure. The level of theory is ωB97M-V with the def2-TZVPD basis set.

Summary:
Orbital gap in hartree: 0.3493
Spin multiplicity: 1
LUMO level in Ha: 0.0083

Each line ends with the Löwdin charge.
Cartesian coordinates (Å):
C1 1.406 -4.926 1.251  -0.107
C2 0.784 -5.930 0.269  -0.186
B1 1.837 -6.783 -0.507  -0.532
O1 3.053 -7.132 0.019  0.173
C3 1.643 -7.246 -2.043  -0.721
I1 -0.414 -7.538 -2.575  1.020
C4 2.341 -6.294 -3.035  -0.221
O2 2.685 -7.137 -4.144  -0.187
S1 3.316 -8.451 -3.507  0.589
O3 3.067 -9.548 -4.365  -0.203
O4 4.620 -8.161 -3.023  -0.205
O5 2.305 -8.506 -2.268  -0.245
H1 1.773 -5.425 2.150  0.074
H2 0.668 -4.188 1.564  0.073
H3 2.251 -4.400 0.810  0.061
H4 0.174 -6.653 0.833  0.116
H5 0.092 -5.440 -0.418  0.070
H6 3.069 -7.756 0.747  0.128
H7 1.717 -5.482 -3.390  0.119
H8 3.255 -5.899 -2.585  0.131
F1 2.282 -3.669 -1.517  0.045
C5 2.070 -2.691 -2.436  -0.272
C6 1.048 -1.793 -2.210  -0.016
C7 0.838 -0.798 -3.153  -0.075
C8 1.634 -0.722 -4.288  -0.090
C9 2.652 -1.645 -4.484  -0.078
C10 2.883 -2.646 -3.550  -0.019
H9 0.443 -1.879 -1.320  0.109
H10 0.047 -0.077 -2.994  0.107
H11 1.462 0.056 -5.019  0.102
H12 3.275 -1.589 -5.367  0.107
H13 3.678 -3.368 -3.674  0.118
F2 0.588 0.065 0.138  0.043
C11 0.610 1.330 0.618  -0.278
C12 1.794 1.820 1.130  -0.013
C13 1.809 3.119 1.618  -0.078
C14 0.658 3.895 1.588  -0.092
C15 -0.516 3.371 1.066  -0.091
C16 -0.551 2.074 0.573  -0.007
H14 2.675 1.193 1.141  0.118
H15 2.727 3.524 2.022  0.106
H16 0.672 4.906 1.973  0.102
H17 -1.414 3.973 1.051  0.086
H18 -1.455 1.642 0.165  0.119
F3 -2.137 6.247 1.897  0.031
C17 -2.154 6.788 0.655  -0.291
C18 -1.242 7.777 0.354  -0.014
C19 -1.263 8.317 -0.925  -0.079
C20 -2.180 7.867 -1.865  -0.093
C21 -3.084 6.870 -1.527  -0.079
C22 -3.078 6.316 -0.254  -0.020
H19 -0.540 8.111 1.106  0.119
H20 -0.556 9.094 -1.185  0.106
H21 -2.190 8.293 -2.858  0.102
H22 -3.802 6.518 -2.257  0.106
H23 -3.771 5.537 0.034  0.118
F4 -6.059 2.750 5.962  0.051
C23 -4.838 2.837 5.392  -0.288
C24 -3.843 1.983 5.827  -0.018
C25 -2.590 2.078 5.236  -0.080
C26 -2.355 3.011 4.237  -0.089
C27 -3.375 3.858 3.824  -0.077
C28 -4.634 3.775 4.401  -0.012
H24 -4.056 1.267 6.609  0.116
H25 -1.797 1.416 5.559  0.105
H26 -1.378 3.088 3.779  0.089
H27 -3.180 4.585 3.048  0.079
H28 -5.448 4.421 4.098  0.117

Cartesian forces (eV/Å) of the 6 atoms listed first:
C 0.0 -0.1 0.1
C 0.1 -0.1 0.1
B 0.0 0.1 0.1
O -0.3 -0.4 -0.4
C 0.5 0.1 -0.1
I -0.2 0.0 0.0

| no. | E (eV) |
| --- | --- |
| 1 | -75314.5867 |
| 2 | -47164.2162 |
| 3 | -70210.0474 |